Record 1
Density functional theory data (ωB97M-V with the def2-TZVPD basis set) for a 11-piece molecular cluster, C41H103N17O11 overall in a non-equilibrium geometry.

Summary:
Relative energy (zero: lowest compared OMol25 entry of this formula, charge and spin)   7.8 kcal per mole
HOMO   -8.0 eV
SMILES   CC1(C)CCCC(C)(C)N1O.CC1(C)CCCC(C)(C)N1O.CC1(C)CCCC(C)(C)N1O.COC[C@H](C)N.COC[C@H](C)N.NC(N)=O.NC(N)=O.NC(N)=O.NC(N)=O.NC(N)=O.NC(N)=O
LUMO   0.1 eV
Frontier orbital gap   8.06 eV
Largest force on an atom   0.14152 hartree/bohr

Structure (ORCA input):
```
! RIJCOSX wB97M-V def2-TZVPD def2/J DEFGRID3
* xyz 0 1
C -12.34672 7.95317 18.37930
C -12.48296 6.39584 18.36607
C -13.61429 5.96624 19.29693
C -14.28490 4.66864 18.98178
C -14.94283 4.83424 17.62248
C -13.86601 5.07900 16.51050
N -12.91337 6.12969 16.98559
O -11.86731 6.33417 16.04302
C -13.14102 3.76484 16.21268
C -14.60393 5.64431 15.30037
C -11.12849 5.66720 18.70962
H -12.35195 8.19545 19.44201
H -13.25678 8.48262 18.09723
H -11.57259 8.43635 17.78318
H -13.20486 5.76530 20.28693
H -14.47200 6.63599 19.35916
H -15.10756 4.53963 19.68512
H -13.49019 3.92330 18.94990
H -15.70729 5.61106 17.60611
H -15.61372 3.99333 17.44668
H -12.27449 3.89824 15.56505
H -12.93939 3.14941 17.08944
H -13.87106 3.22287 15.61151
H -14.85262 6.68581 15.50419
H -13.91883 5.64954 14.45261
H -15.50680 5.06330 15.11233
H -11.07902 4.60040 18.49147
H -10.69220 5.83985 19.69347
H -10.31624 6.06456 18.10097
H -11.35206 5.52511 16.00362
C -13.26000 -16.10052 9.94771
C -12.73682 -15.54552 8.59502
C -12.40156 -16.78012 7.68349
C -13.50005 -17.52002 7.08624
C -14.35230 -16.45759 6.35130
C -14.88103 -15.28477 7.24835
N -13.74829 -14.67788 7.95254
O -14.04401 -13.53775 8.67602
C -15.31508 -14.17662 6.29262
C -16.15120 -15.58422 7.97441
C -11.44358 -14.71078 8.76981
H -14.07194 -16.82114 9.84988
H -13.72228 -15.28949 10.51041
H -12.50385 -16.43899 10.65606
H -11.86774 -16.57181 6.75626
H -11.72028 -17.51356 8.11479
H -14.09343 -18.15296 7.74609
H -13.15187 -18.25791 6.36347
H -15.18353 -16.95099 5.84759
H -13.74213 -15.99739 5.57411
H -15.68612 -13.48496 7.04896
H -14.41571 -13.74290 5.85546
H -16.16770 -14.32248 5.62940
H -15.99457 -16.16719 8.88200
H -16.85703 -14.77888 8.17772
H -16.79782 -16.19036 7.33994
H -11.32237 -14.16484 7.83420
H -10.62972 -15.40851 8.96700
H -11.49162 -13.97833 9.57561
H -14.50994 -13.83362 9.46151
C -21.71826 -7.40179 4.03272
C -22.45664 -6.07460 3.69793
C -23.69492 -6.53960 2.78526
C -24.94854 -7.00530 3.55132
C -25.25100 -5.76899 4.39463
C -24.20038 -5.33601 5.39591
N -22.82652 -5.12875 4.79434
O -21.85452 -4.84906 5.73899
C -24.72957 -4.00166 6.00575
C -24.21410 -6.36240 6.56042
C -21.59258 -5.09129 2.81839
H -20.72093 -7.34165 4.46838
H -21.68784 -7.93010 3.07981
H -22.29174 -7.96888 4.76595
H -23.98493 -5.76782 2.07227
H -23.47195 -7.28114 2.01812
H -24.81784 -7.93110 4.11161
H -25.72030 -7.14017 2.79349
H -26.18348 -5.88998 4.94592
H -25.58680 -5.00532 3.69312
H -25.66572 -4.22521 6.51739
H -24.04619 -3.38222 6.58661
H -25.18348 -3.35627 5.25373
H -25.22615 -6.41012 6.96240
H -23.94460 -7.33681 6.15300
H -23.51510 -6.18676 7.37813
H -22.26231 -4.28066 2.53129
H -21.27314 -5.69491 1.96886
H -20.63192 -4.68545 3.13542
H -21.80344 -5.59986 6.33506
C -9.80996 -3.81559 16.06492
O -9.89236 -4.59743 17.04919
N -8.88537 -2.96905 15.82483
N -10.73583 -3.76292 15.16783
H -9.13949 -2.34303 15.07407
H -7.91712 -3.11597 16.07183
H -10.48846 -3.20346 14.36415
H -11.55445 -4.34191 15.28926
C -8.98356 -0.27802 4.55030
O -9.76289 0.20370 3.73246
N -7.76336 0.09470 4.81574
N -9.21609 -1.36562 5.17286
H -7.19853 -0.16786 5.61080
H -7.48384 0.92968 4.32099
H -10.17442 -1.68275 5.13917
H -8.68027 -1.60070 5.99609
C -20.11661 -1.70827 15.02077
O -19.71318 -2.85033 14.91014
N -20.11056 -0.84820 14.06104
N -20.63979 -1.21848 16.13916
H -20.33397 0.12630 14.20431
H -20.08740 -1.24314 13.13175
H -20.76001 -1.96095 16.81325
H -21.09977 -0.32196 16.07005
C -15.74260 1.78977 7.59788
O -15.20449 2.03965 8.67452
N -16.91816 2.23476 7.21373
N -15.09876 1.03915 6.71692
H -17.39144 2.82984 7.87856
H -17.36962 1.94844 6.35683
H -15.39104 1.16188 5.75796
H -14.35686 0.37324 6.87891
C -14.98552 -4.51136 9.41780
O -14.08838 -4.49668 8.55890
N -15.32102 -3.55668 10.19487
N -15.85384 -5.47902 9.45686
H -14.73024 -2.73825 10.15949
H -15.95916 -3.67940 10.96805
H -16.30805 -5.71817 10.32669
H -15.50136 -6.19657 8.83963
C -8.54859 1.37618 10.48961
O -9.01228 0.54453 11.21544
N -7.31695 1.39947 10.09544
N -9.31348 2.23679 9.82619
H -6.68334 0.64034 10.30126
H -6.81878 2.11096 9.57999
H -8.83758 2.84447 9.17477
H -10.31404 2.10499 9.86635
C -14.82501 -9.57623 15.62474
C -15.80011 -8.90061 14.56589
C -17.20527 -9.58726 14.52728
O -17.94922 -9.46975 13.26198
C -19.04952 -10.32638 13.25872
N -15.99465 -7.65764 15.16895
H -14.38395 -10.41429 15.08509
H -15.40171 -9.83969 16.51136
H -13.98148 -8.99203 15.99254
H -15.43008 -8.81636 13.54410
H -17.89800 -9.27779 15.30987
H -17.05422 -10.59505 14.91412
H -18.61730 -11.32504 13.19560
H -19.52734 -10.27079 12.28061
H -19.72106 -10.19726 14.10751
H -16.04499 -7.74791 16.17365
H -16.87037 -7.22377 14.91404
C -3.45819 -9.25869 7.40494
C -4.89945 -9.11007 6.76810
C -5.62356 -7.77954 7.07969
O -5.98439 -7.57892 8.43205
C -7.32281 -7.46609 8.72513
N -4.79492 -9.36083 5.32323
H -3.22333 -10.22264 7.85631
H -3.21811 -8.49832 8.14812
H -2.75008 -9.07803 6.59622
H -5.55896 -9.90369 7.11925
H -6.47609 -7.57187 6.43304
H -5.00615 -6.98449 6.66161
H -7.99473 -8.01610 8.06626
H -7.65920 -6.43054 8.67445
H -7.42645 -7.91977 9.71079
H -4.85422 -10.36864 5.35293
H -5.70567 -9.13506 4.94952
*
```

Here are the Mulliken charges for atoms 1 to 4, given in e: atom 1 (C): -1.837, atom 2 (C): 1.548, atom 3 (C): -1.040, atom 4 (C): -0.688



Record 2
Density functional theory data (ωB97M-V with the def2-TZVPD basis set) for an isolated ion of composition C35H42NO2Si and charge +1 in a non-equilibrium geometry.

Summary:
HOMO   -11.0 eV
SMILES   COc1ccc([C@@H](c2ccc(C)cc2)[N@H+]2CCC[C@H]2C(O[Si](C)(C)C)(c2ccccc2)c2ccccc2)cc1
LUMO   -2.1 eV
Frontier orbital gap   8.93 eV
Largest force on an atom   0.04324 hartree/bohr

Structure (ORCA input):
```
! RIJCOSX wB97M-V def2-TZVPD def2/J DEFGRID3
* xyz 1 1
C 5.93946 -2.88121 -3.83520
O 5.77858 -1.84137 -2.83779
C 4.53699 -1.69339 -2.30188
C 4.30822 -0.60531 -1.42193
C 3.03494 -0.31842 -0.96101
C 1.94882 -1.15024 -1.30513
C 0.54238 -0.89409 -0.78966
C -0.48439 -1.59234 -1.67317
C -0.92211 -1.00223 -2.86826
C -1.95746 -1.60517 -3.58668
C -2.41613 -2.87685 -3.21966
C -3.52837 -3.59389 -3.93429
C -1.84329 -3.53318 -2.13343
C -0.89702 -2.89273 -1.34255
C 2.19135 -2.22726 -2.17919
C 3.46364 -2.54543 -2.62339
H 6.97903 -2.79999 -4.15595
H 5.75771 -3.87907 -3.40654
H 5.26380 -2.73325 -4.69294
H 5.15904 0.02031 -1.16077
H 2.86998 0.58039 -0.35707
H 0.38308 0.18581 -0.79134
H -0.44942 -0.07649 -3.22481
H -2.41983 -1.09709 -4.44316
H -3.27293 -4.65394 -4.04201
H -4.46952 -3.56449 -3.36125
H -3.71752 -3.19024 -4.93248
H -2.16161 -4.54514 -1.89381
H -0.47046 -3.44918 -0.50397
H 1.37247 -2.86562 -2.52185
H 3.61242 -3.42383 -3.25813
C -1.93774 2.29017 -2.07364
Si -2.36775 2.08735 -0.27442
C -2.58067 3.77037 0.50107
C -3.88649 1.04308 -0.01909
O -1.07501 1.18443 0.36499
C -0.44441 1.06816 1.63592
C 0.66265 2.14994 1.76735
C 1.27448 2.73957 0.65565
C 2.21085 3.76765 0.84469
C 2.53649 4.20797 2.12774
C 1.96243 3.58888 3.24078
C 1.05756 2.54388 3.05910
C -1.56360 1.24643 2.69538
C -1.84337 2.51071 3.21709
C -2.89846 2.69105 4.12174
C -3.72278 1.61332 4.45583
C -3.48705 0.36160 3.87855
C -2.42763 0.18627 2.98577
C 0.24583 -0.36465 1.79795
C 1.67005 -0.41287 2.31933
C 2.15125 -1.84214 2.06087
C 1.16807 -2.49525 1.08778
N 0.27488 -1.34349 0.58978
H -2.77013 2.76026 -2.61545
H -1.05862 2.93848 -2.18627
H -1.72449 1.32900 -2.55245
H -3.06243 4.42746 -0.23791
H -3.22666 3.73629 1.38764
H -1.61894 4.21850 0.77906
H -4.67939 1.38242 -0.69938
H -3.66247 -0.00823 -0.23683
H -4.25848 1.11949 1.00915
H 0.99806 2.42261 -0.35181
H 2.67316 4.22364 -0.03242
H 3.24492 5.02538 2.27179
H 2.19822 3.90949 4.25776
H 0.61920 2.04931 3.93119
H -1.24959 3.37259 2.90710
H -3.07166 3.67544 4.56331
H -4.55469 1.74330 5.15216
H -4.12233 -0.49539 4.10466
H -2.26919 -0.78622 2.51507
H -0.33136 -0.94957 2.53089
H 2.30178 0.31777 1.79277
H 1.68289 -0.13486 3.38319
H 3.15522 -1.79833 1.62216
H 2.20540 -2.43684 2.97867
H 1.65776 -2.98894 0.24426
H 0.50868 -3.21874 1.58715
H -0.69625 -1.68181 0.61361
*
```

Here are the Mulliken charges for atoms 1 to 4, given in e: atom 1 (C): -0.823, atom 2 (O): -0.439, atom 3 (C): 0.540, atom 4 (C): -1.018



Record 3
Density functional theory data (ωB97M-V with the def2-TZVPD basis set) for C23H43AsF5IN3O6S3 as an isolated structure in a non-equilibrium geometry.

Summary:
HOMO   -4.8 eV
LUMO   1.9 eV
Frontier orbital gap   6.66 eV
Largest force on an atom   0.06840 hartree/bohr

Structure (ORCA input):
```
! RIJCOSX wB97M-V def2-TZVPD def2/J DEFGRID3
* xyz -1 1
C -3.60529 -0.22223 2.42153
C -2.94115 -1.63992 2.78667
C -1.57625 -1.28742 3.50264
C -2.76515 -2.38860 1.42037
C -2.23348 -3.85367 1.49861
C -2.34667 -4.48117 0.05669
C -0.66944 -3.94615 1.87863
O -0.03688 -2.92419 1.18691
As 1.79771 -2.75897 1.11020
N 3.66394 -2.50166 0.81077
I 2.18872 -5.20936 0.12466
C 1.47796 -2.08561 -0.80642
C 0.53137 -0.84389 -0.88918
C 1.08585 0.47412 -0.24401
C 0.67079 1.79994 -0.98020
S -0.71492 2.54860 -0.00299
C -0.39756 4.28701 0.27597
N 0.12223 5.17804 -0.55819
N 0.09924 6.34308 0.17682
C -0.42982 6.11663 1.34848
O -0.76268 4.78357 1.48951
C 2.09496 -3.38299 3.04504
F 2.00812 -4.75644 3.22267
F 1.28972 -2.69203 3.95216
C 3.55217 -3.05674 3.61952
F 3.44391 -3.34023 4.99095
F 4.51318 -3.89189 3.19474
F 3.87567 -1.74718 3.58325
H -3.71632 -0.15667 1.30831
H -2.87806 0.59310 2.67839
H -4.55739 -0.03566 2.96385
H -3.60758 -2.16689 3.51200
H -1.29724 -2.15037 4.15097
H -1.64754 -0.39028 4.16055
H -0.77712 -1.08834 2.74778
H -3.79944 -2.45572 0.97799
H -2.19082 -1.71675 0.74550
H -2.77876 -4.49886 2.23155
H -1.55423 -4.08683 -0.62605
H -3.32024 -4.11148 -0.37488
H -2.41326 -5.59159 0.06100
H -0.69449 -3.87794 3.00435
H -0.42140 -5.01055 1.65545
H 1.74658 -1.30713 1.68599
H 3.82100 -1.53484 0.50981
H 3.96813 -3.08034 0.02867
H 2.43640 -1.85708 -1.33068
H 0.96504 -2.94176 -1.31927
H -0.49488 -1.11711 -0.53877
H 0.40238 -0.61812 -1.98985
H 0.65783 0.53141 0.79218
H 2.19042 0.37867 -0.08374
H 1.57026 2.46735 -0.97421
H 0.39742 1.63324 -2.04284
H -0.58358 6.89708 2.11359
C 6.47545 1.08247 -2.54153
C 6.35528 0.68072 -4.01557
C 5.11146 -0.20375 -4.15032
S 3.99271 0.30375 -2.84437
O 3.84383 -0.78862 -1.91615
O 2.85585 0.97669 -3.42363
C 5.07896 1.52117 -2.11623
H 7.20614 1.87895 -2.39698
H 6.79319 0.22036 -1.94883
H 6.23718 1.57837 -4.62885
H 7.24737 0.16029 -4.36623
H 4.62280 -0.07008 -5.11381
H 5.34992 -1.25611 -3.99804
H 4.94335 1.53890 -1.03596
H 4.82383 2.49229 -2.54329
C -4.17312 4.39813 -1.66470
C -5.52529 4.66076 -0.99347
C -6.45688 3.50472 -1.37005
S -5.40004 2.08322 -1.65825
O -5.49030 1.71953 -3.05154
O -5.59785 1.12238 -0.60281
C -3.85146 2.93380 -1.39120
H -3.39422 5.05709 -1.27850
H -4.25667 4.56811 -2.74178
H -5.39326 4.68878 0.09160
H -5.94712 5.62026 -1.29643
H -7.15859 3.27410 -0.57032
H -6.99993 3.71230 -2.29185
H -3.08823 2.53112 -2.05336
H -3.56372 2.78316 -0.35098
*
```

Here are the Mulliken charges for atoms 1 to 4, given in e: atom 1 (C): -1.203, atom 2 (C): 0.762, atom 3 (C): -1.470, atom 4 (C): -0.674